# 1
{
  "formula": "C28H28Cl3I2N4OPtSi",
  "method": "wB97M-V/def2-TZVPD",
  "charge": 1,
  "homo_lumo_gap_ev": 6.4,
  "e_homo_ha": -0.383,
  "total_energy_ha": -3762.80620,
  "lumo_ev": -4.061,
  "species": ["Pt", "I", "C", "C", "C", "I", "C", "O", "C", "C", "N", "C", "C", "C", "C", "C", "C", "N", "C", "H", "H", "H", "H", "H", "H", "H", "H", "H", "H", "H", "C", "C", "C", "C", "C", "C", "C", "C", "C", "C", "N", "C", "C", "C", "C", "C", "N", "H", "H", "H", "H", "H", "H", "H", "H", "H", "H", "H", "H", "H", "H", "H", "H", "H", "Cl", "Si", "Cl", "Cl"],
  "positions_angstrom": [[0.04346, 0.32280, 0.02737], [-4.95080, -3.10921, -4.68412], [-3.87086, -1.86254, -3.44343], [-4.52978, -1.07003, -2.51177], [-3.81052, -0.23757, -1.67165], [-4.80808, 0.88300, -0.25626], [-2.40268, -0.15243, -1.77198], [-1.73610, 0.65321, -0.99696], [-1.75634, -0.96267, -2.73559], [-0.27608, -0.80078, -2.90249], [0.41930, -1.03048, -1.61410], [0.27802, -2.40772, -1.06762], [-1.00043, -2.57336, -0.29069], [-1.81933, -3.68074, -0.40007], [-2.99544, -3.70691, 0.33519], [-3.31383, -2.62077, 1.13129], [-2.43614, -1.55205, 1.19095], [-1.29444, -1.54006, 0.50588], [-2.48427, -1.80922, -3.54708], [-5.60833, -1.10401, -2.44266], [0.10046, -1.49598, -3.65786], [-0.03523, 0.21178, -3.22460], [1.41285, -0.86118, -1.74049], [0.33818, -3.14278, -1.87294], [1.12717, -2.55928, -0.39716], [-1.54506, -4.49535, -1.05548], [-3.65828, -4.55894, 0.27468], [-4.23163, -2.58645, 1.69983], [-2.64979, -0.68462, 1.79908], [-1.97448, -2.42928, -4.27393], [0.58152, -0.96762, 5.45241], [-0.30305, -1.13958, 4.21673], [-1.23606, 0.03089, 3.98317], [-2.32057, 0.15210, 4.84759], [-3.26981, 1.14477, 4.67905], [-3.15351, 2.02083, 3.61135], [-2.09659, 1.93669, 2.71129], [-2.01543, 2.95686, 1.62204], [-1.21534, 4.18331, 2.06195], [-1.12870, 0.95366, 2.92679], [0.00917, 0.81119, 2.04622], [1.19255, 0.83217, 2.59067], [2.29289, 0.39518, 1.81117], [3.66438, 0.40745, 1.99015], [4.20964, -0.04396, 0.78066], [3.15261, -0.30733, -0.07200], [1.96013, -0.11708, 0.56248], [1.27706, -1.79997, 5.55318], [-0.01941, -0.92361, 6.36007], [1.16477, -0.04709, 5.41041], [-0.92518, -2.02724, 4.35381], [0.31328, -1.33658, 3.33865], [-2.42231, -0.56144, 5.65567], [-4.10220, 1.22864, 5.36381], [-3.89130, 2.79916, 3.46313], [-3.02943, 3.24330, 1.34059], [-1.57175, 2.53165, 0.72615], [-1.63740, 4.61795, 2.96865], [-1.21462, 4.95173, 1.28994], [-0.17712, 3.91963, 2.27415], [1.31374, 1.19893, 3.60279], [4.19361, 0.72674, 2.87105], [5.25096, -0.17216, 0.54178], [3.22283, -0.67348, -1.08386], [2.16065, 3.24739, 0.37621], [0.89488, 2.25516, -0.84856], [-0.59646, 3.48858, -1.41781], [1.98243, 1.79580, -2.53157]],
  "mulliken_charge": [4.735, 0.131, -0.436, -0.376, -0.054, 0.106, -0.449, -0.708, 0.956, -1.234, -0.643, -1.106, 0.959, -0.993, -0.580, -1.295, -0.291, -0.023, -0.668, 0.420, 0.515, 0.312, 0.088, 0.457, 0.385, 0.513, 0.449, 0.538, 0.580, 0.451, -1.407, -0.721, 1.369, -0.666, -1.224, -0.759, 0.989, 0.816, -1.317, -1.423, -0.317, 0.136, -0.597, -1.236, -0.898, -0.607, 0.758, 0.432, 0.393, 0.296, 0.607, 0.177, 0.503, 0.432, 0.517, 0.542, -1.410, 0.382, 0.389, 0.268, 0.883, 0.557, 0.487, 0.497, -0.245, 0.176, -0.241, -0.275]
}

# 2
{
  "formula": "C44H55BBrMnN6O3S3",
  "method": "wB97M-V/def2-TZVPD",
  "multiplicity": 5,
  "charge": 2,
  "homo_lumo_gap_ev": [5.1, 6.2],
  "e_above_lowest_ev": 0.000,
  "e_homo_ha": [-0.456, -0.455],
  "total_energy_ha": -7207.98847,
  "lumo_ev": [-7.307, -6.210],
  "species": ["Mn", "C", "C", "C", "C", "N", "N", "B", "N", "N", "C", "C", "C", "C", "C", "S", "C", "C", "C", "C", "N", "N", "C", "C", "C", "C", "C", "S", "C", "C", "C", "C", "C", "S", "C", "C", "C", "C", "H", "H", "H", "H", "H", "H", "H", "H", "H", "H", "H", "H", "H", "H", "H", "H", "H", "H", "H", "H", "H", "H", "H", "H", "H", "H", "H", "H", "H", "H", "H", "H", "H", "H", "H", "H", "H", "H", "H", "Br", "C", "C", "C", "C", "C", "C", "C", "O", "O", "H", "H", "H", "H", "C", "C", "C", "C", "C", "C", "C", "O", "C", "C", "C", "H", "H", "H", "H", "H", "H", "H", "H", "H", "H", "H", "H"],
  "positions_angstrom": [[-1.17978, -2.67749, 0.02382], [2.96236, 0.82166, -3.51941], [1.93860, 1.43099, -2.62071], [1.34961, 2.61826, -2.90047], [0.35612, 3.15992, -2.03214], [0.03450, 2.54695, -0.93987], [0.63839, 1.37754, -0.62559], [0.07990, 0.80876, 0.66005], [1.13780, 0.13035, 1.57040], [2.01254, 1.11962, 1.78039], [3.06479, 0.92875, 2.52403], [3.26248, -0.31941, 3.15012], [2.37574, -1.33658, 2.95631], [2.57162, -2.67570, 3.59734], [1.26821, -1.09338, 2.09216], [0.21462, -2.44205, 1.84147], [4.04098, 2.07474, 2.68596], [5.42819, 1.59817, 2.22786], [4.08822, 2.46810, 4.17055], [3.61171, 3.27696, 1.84379], [-0.69529, 1.84553, 1.55499], [-0.34657, 2.92300, 2.20645], [-1.28845, 3.50733, 2.93152], [-2.59114, 2.96400, 3.00288], [-2.94491, 1.82843, 2.30663], [-4.29508, 1.19245, 2.35381], [-1.90345, 1.29558, 1.55057], [-1.71680, -0.02868, 0.43094], [-0.85736, 4.74835, 3.69937], [-2.02035, 5.36931, 4.47182], [0.25552, 4.34895, 4.67800], [-0.31177, 5.77729, 2.69655], [1.54622, 0.74184, -1.41204], [2.15301, -0.77524, -1.02238], [-0.33889, 4.47124, -2.35227], [0.70917, 5.59221, -2.27265], [-0.92726, 4.40239, -3.76752], [-1.46094, 4.74817, -1.35428], [3.15274, 1.46318, -4.37776], [2.63668, -0.16044, -3.86298], [3.89498, 0.66393, -2.97652], [1.62071, 3.14792, -3.80444], [4.12577, -0.47663, 3.78290], [3.45516, -2.66929, 4.23071], [2.68819, -3.44785, 2.83567], [1.70525, -2.94701, 4.20176], [5.81663, 0.79895, 2.86103], [6.12850, 2.43160, 2.27903], [5.39700, 1.24053, 1.19719], [4.40483, 1.63613, 4.80189], [3.11151, 2.81161, 4.51569], [4.80302, 3.27958, 4.30651], [3.63394, 3.03539, 0.77984], [4.29958, 4.10239, 2.02622], [2.59947, 3.59652, 2.09314], [-3.33089, 3.43024, 3.63857], [-4.97279, 1.76326, 2.98360], [-4.22115, 0.17779, 2.75001], [-4.72313, 1.12260, 1.35215], [-2.39784, 4.70253, 5.24982], [-2.84267, 5.65015, 3.81057], [-1.67357, 6.27752, 4.96317], [-0.10604, 3.62829, 5.41465], [0.60586, 5.23179, 5.21295], [1.09815, 3.91247, 4.14199], [-1.09502, 6.10577, 2.01182], [0.51013, 5.35643, 2.11705], [0.05339, 6.65172, 3.23534], [1.52335, 5.43144, -2.98111], [1.13235, 5.65114, -1.26794], [0.24727, 6.55170, -2.50751], [-0.15633, 4.27155, -4.52746], [-1.45050, 5.33323, -3.98796], [-1.64323, 3.58285, -3.85340], [-1.07592, 4.76614, -0.33640], [-2.23615, 3.98174, -1.41414], [-1.91310, 5.71494, -1.57820], [-6.73827, -6.86952, 2.10886], [-6.09943, -5.84428, 0.65711], [-6.77146, -5.87961, -0.55823], [-6.30542, -5.12873, -1.63034], [-5.17421, -4.34599, -1.49270], [-4.51085, -4.32091, -0.26612], [-4.96902, -5.06816, 0.81850], [-3.31447, -3.50387, -0.11446], [-2.64957, -3.44522, 0.98873], [-2.81381, -2.82644, -1.07953], [-7.65625, -6.49239, -0.66180], [-6.83174, -5.15815, -2.57425], [-4.80003, -3.75475, -2.31683], [-4.44211, -5.03826, 1.76205], [1.95923, -7.83170, -4.79763], [1.34967, -6.59354, -4.22725], [1.35684, -6.35504, -2.85134], [0.82278, -5.20783, -2.30781], [0.86189, -5.03570, -0.81619], [0.26417, -4.23372, -3.18589], [-0.21205, -2.98750, -2.72984], [-0.23666, -2.57822, -1.53934], [0.22457, -4.47806, -4.59326], [-0.39292, -3.50794, -5.56713], [0.76291, -5.64906, -5.07376], [2.24479, -8.53921, -4.02303], [2.85164, -7.57231, -5.37171], [1.26907, -8.31795, -5.48779], [1.79172, -7.09551, -2.19166], [1.34188, -5.89388, -0.35171], [-0.15086, -4.97745, -0.39757], [1.40314, -4.13282, -0.52878], [-0.54755, -2.27476, -3.48387], [0.14313, -2.55758, -5.58482], [-1.43722, -3.30699, -5.32577], [-0.36018, -3.92042, -6.57216], [0.73827, -5.84664, -6.13853]],
  "mulliken_charge": [0.119, -1.655, -0.101, -0.526, 0.094, -0.511, 0.606, -0.618, 0.579, -0.233, 0.047, -0.754, 0.216, -1.720, 0.702, 0.008, 2.238, -1.771, -1.493, -1.899, 0.657, -0.391, -0.519, -0.234, 0.287, -1.612, 0.654, -0.381, 2.448, -2.335, -1.264, -1.548, 1.059, -0.271, 2.098, -1.612, -1.757, -1.690, 0.426, 0.288, 0.327, 0.419, 0.449, 0.429, 0.369, 0.394, 0.366, 0.470, 0.354, 0.356, 0.184, 0.493, 0.313, 0.525, 0.192, 0.601, 0.420, 0.339, 0.370, 0.451, 0.499, 0.410, 0.374, 0.468, -0.039, 0.353, 0.229, 0.478, 0.353, 0.287, 0.470, 0.348, 0.468, 0.358, 0.073, 0.320, 0.545, -0.134, -0.230, -0.273, -0.773, -0.413, 0.124, -0.279, 1.705, -0.832, -0.641, 0.437, 0.424, 0.468, 0.564, -1.540, 0.576, -1.117, 0.840, -0.921, 0.700, -0.113, -0.485, 1.083, -1.795, -0.823, 0.366, 0.347, 0.389, 0.358, 0.432, -0.009, 0.125, 0.448, 0.366, 0.380, 0.378, 0.419]
}

# 3
{
  "formula": "C13H13N12PdS2",
  "method": "wB97M-V/def2-TZVPD",
  "charge": 1,
  "homo_lumo_gap_ev": 5.8,
  "e_above_lowest_ev": 4.751,
  "e_homo_ha": -0.409,
  "total_energy_ha": -2084.09499,
  "lumo_ev": -5.311,
  "species": ["Pd", "C", "C", "C", "C", "C", "C", "C", "C", "C", "S", "C", "N", "H", "H", "H", "H", "H", "H", "H", "H", "N", "C", "N", "N", "N", "N", "C", "N", "N", "N", "N", "H", "N", "C", "N", "S", "H", "H", "H", "H"],
  "positions_angstrom": [[-0.20370, -0.37850, 0.37096], [-3.20290, 0.34861, 0.35303], [-2.86197, 1.75417, -0.01370], [-3.77842, 2.72788, -0.26902], [-3.39966, 4.06860, -0.47658], [-2.08114, 4.36109, -0.72453], [-1.41818, 5.66893, -0.69894], [-0.09030, 5.72086, -0.50296], [1.66786, 3.72440, 0.02259], [1.16710, 2.62669, -0.93312], [1.43804, 1.04228, -1.11293], [-1.22803, 3.24954, -0.74767], [-1.51345, 2.10755, -0.10283], [-4.28210, 0.21468, 0.35769], [-2.82326, 0.09748, 1.34296], [-2.77742, -0.34111, -0.37765], [-4.82702, 2.46955, -0.22099], [-4.13806, 4.85741, -0.41129], [-2.01319, 6.56780, -0.64978], [0.43307, 6.62788, -0.23513], [2.68531, 4.09601, 0.03804], [0.52471, 1.78695, 2.80290], [0.12074, 0.52459, 3.20579], [0.07676, 0.10411, 4.44275], [-0.30486, -1.19254, 4.36571], [-0.48487, -1.54771, 3.13916], [-0.22322, -0.46912, 2.38396], [0.36131, 2.31223, 1.54960], [1.20877, 3.27841, 1.28623], [0.70089, 4.62250, -0.73084], [0.05708, 3.42774, -1.16092], [-0.68175, 1.63140, 0.92390], [1.21730, 2.25246, 3.37051], [1.36119, -2.07595, -2.27758], [0.25385, -2.25489, -1.57698], [-0.92424, -2.19929, -2.20709], [0.31561, -2.65166, 0.09997], [1.35402, -1.83214, -3.25638], [2.24416, -2.06047, -1.79212], [-0.96335, -2.18167, -3.21614], [-1.70257, -2.63476, -1.73656]],
  "mulliken_charge": [0.419, -1.340, 0.574, -0.656, -0.696, 0.829, -1.068, -0.238, -0.153, 0.203, -0.197, 0.260, 0.861, 0.453, 0.272, 0.164, 0.403, 0.457, 0.415, 0.451, 0.481, -0.056, 0.130, -0.442, -0.463, -0.470, 0.463, 0.740, -0.674, -0.253, 0.116, -0.856, 0.327, -0.313, 0.554, -0.349, -0.291, 0.194, 0.265, 0.206, 0.282]
}

- What is the formula in the third record?
  C13H13N12PdS2